Density functional theory data (ωB97M-V with the def2-TZVPD basis set) for a single C11H11N3O molecule.

CARTESIAN COORDINATES (ANGSTROEM)
C -2.00442 2.77833 -0.51509
C -1.84278 1.29697 -0.39085
C -2.72914 0.20650 -0.37192
C -1.97407 -0.87384 -0.04911
C -2.40307 -2.38790 -0.02612
N -0.70336 -0.42766 0.08267
N 0.49208 -1.24396 0.43015
C 1.65561 -0.40342 0.55092
C 1.52094 0.73241 1.27464
C 2.72348 1.42145 1.32060
C 3.81998 1.19007 0.75699
C 4.13073 0.17415 -0.16782
O 5.12381 -0.03680 -0.81827
C 2.89694 -0.84375 -0.19024
N -0.62410 0.84019 -0.17552
H -1.92017 3.05793 -1.58451
H -2.96151 3.11802 -0.15322
H -1.19665 3.25637 0.04593
H -3.79968 0.22128 -0.42311
H -1.48713 -3.00675 0.08420
H -3.08331 -2.47721 0.71923
H -2.87915 -2.62119 -0.94603
H 0.64420 -2.01472 -0.19895
H 0.59940 0.99490 1.79939
H 2.66225 -1.14635 -1.19107
H 3.33912 -1.80501 0.13711

spin multiplicity	1
orbital gap	0.30063	Ha


Density functional theory data (ωB97M-V with the def2-TZVPD basis set) for a single C11H11N3S molecule.

CARTESIAN COORDINATES (ANGSTROEM)
C 2.75346 0.70444 1.25051
C -3.01897 1.70417 -1.37754
C -2.89721 0.39803 -1.68373
C -1.97070 2.47369 -0.82899
C -1.67235 -0.17112 -1.58844
C -0.73759 1.82894 -0.61177
C -0.57223 0.57549 -1.22731
C 1.48565 -2.05533 0.08102
C 1.76387 -2.61637 1.25649
C 1.58904 -0.01338 1.25580
C 0.90007 -0.10706 -1.16814
N 3.72271 1.31867 1.20119
N 0.41861 -1.47509 3.22350
N 1.24585 -0.74044 0.00929
S 1.85070 -1.31908 2.64581
H -3.99727 2.07218 -1.29278
H -3.74836 -0.20838 -1.95316
H -2.15241 3.50106 -0.50933
H -1.60378 -1.17764 -1.87508
H 0.16245 2.26896 -0.18409
H 1.00937 -2.56941 -0.83525
H 1.81603 -3.62227 1.62741
H 0.74812 0.47691 1.77900
H 0.77474 -0.74539 -1.98850
H 1.64040 0.75808 -1.36377
H 0.48980 -1.25967 4.15785

spin multiplicity	1
orbital gap	0.33872	Ha


Number 1: total energy -665.05091 Ha, LUMO level -0.00721 hartree, HOMO energy -8.377 eV. Number 2: total energy -988.05657 Ha, LUMO level 0.02424 hartree, HOMO energy -8.557 eV.